C20H19AgBrN3O3S | wB97M-V/def2-TZVPD

The HOMO energy is -0.598 eV. As for the total energy: -116537.360 eV. The charge is -2.

```
48
Properties=species:S:1:pos:R:3:forces:R:3
Ag -0.001654 -0.290391 -0.579640 -0.5 0.2 -0.5
Br -5.541111 -1.274387 4.461358 0.0 0.0 0.0
C -4.214118 -1.511926 3.107149 0.1 0.0 0.0
C -4.532117 -2.267418 1.958791 -0.1 0.0 0.0
C -3.594082 -2.460111 0.993924 0.0 -0.1 0.0
C -2.226966 -1.973852 1.100165 0.0 0.0 0.0
O -1.386106 -2.279525 0.234071 0.1 0.1 0.2
C -1.970951 -1.135103 2.260910 0.0 0.0 0.0
C -0.776433 -0.386986 2.481294 0.0 0.1 0.0
N 0.301267 -0.350169 1.764893 0.1 -0.3 0.2
C 1.373767 0.393918 2.239156 -0.1 0.1 0.0
C 1.619297 0.645748 3.577361 0.0 0.0 0.0
C 2.661835 1.497244 3.991961 0.0 0.0 0.0
C 3.482870 2.104750 3.086025 0.0 0.0 0.0
C 3.327217 1.812012 1.709301 0.0 0.0 0.0
C 4.153624 2.374287 0.709327 0.0 0.0 0.0
C 3.983793 2.016229 -0.596075 0.0 0.0 0.0
C 3.009389 1.043023 -0.907178 0.0 0.0 0.0
N 2.231929 0.514290 -0.002369 -0.2 0.1 0.0
C 2.319672 0.916988 1.285405 0.1 0.0 0.0
C -2.981319 -0.945265 3.230857 0.0 0.0 0.0
H -5.530583 -2.674729 1.849205 0.0 0.0 0.0
H -3.822596 -3.017381 0.093827 0.0 0.0 0.0
H -0.843435 0.278021 3.353051 0.0 0.0 0.0
H 0.994066 0.186229 4.330928 0.0 0.0 0.0
H 2.792318 1.679389 5.052866 0.0 0.0 0.0
H 4.256530 2.797035 3.398434 0.0 0.0 0.0
H 4.910733 3.095068 1.000283 0.0 0.0 0.0
H 4.587550 2.444217 -1.385678 0.0 0.0 0.0
H 2.853752 0.698642 -1.924975 0.0 0.0 0.0
H -2.757022 -0.325421 4.092444 0.0 0.0 0.0
C -1.036693 4.235648 -0.128207 -0.1 0.0 0.0
C -1.905527 2.976738 -0.383412 0.1 -0.1 0.1
C -2.512658 2.532400 0.967801 0.0 0.1 0.0
C -3.055146 3.366272 -1.338713 0.0 0.0 0.0
O -1.154303 1.983339 -0.924642 0.2 -0.1 0.3
H -1.613431 5.098925 0.233791 0.0 0.0 0.0
H -0.540593 4.502990 -1.064071 0.0 0.0 0.0
H -0.266129 3.991612 0.609212 0.0 0.0 0.0
H -3.160754 3.292044 1.427716 0.0 0.0 0.0
H -1.698127 2.300711 1.661461 0.0 0.0 0.0
H -3.092110 1.618943 0.812323 0.0 0.0 0.0
H -3.649130 4.212619 -0.966175 0.0 0.0 0.0
H -3.715218 2.505785 -1.474424 0.0 0.0 0.0
H -2.634882 3.616922 -2.315149 0.0 0.0 0.0
O -1.096046 1.669439 -4.327341 -0.1 0.0 -0.1
S -1.209348 0.719685 -3.186749 0.3 -0.2 -0.3
N -0.008119 -0.059097 -2.815393 0.0 0.0 0.1
```
Forces are in eV/Å.

Charges in e, computed with Mulliken, in the same order as the atoms: 0.258, -0.309, -0.052, -0.267, -0.790, 0.340, -0.785, 0.838, -0.166, -0.525, 0.004, -0.438, -0.694, -0.936, 1.258, -0.697, -0.524, -0.324, -0.442, 0.554, -0.628, 0.361, 0.386, 0.313, 0.523, 0.352, 0.321, 0.351, 0.372, 0.432, 0.403, -1.797, 1.871, -1.479, -1.893, -0.623, 0.359, 0.391, 0.325, 0.406, 0.164, 0.316, 0.384, 0.386, 0.403, -0.573, 0.254, -0.382